# 1
The following is a quantum chemistry calculation of a single C4H5NO molecule at a distorted geometry, from the Open Molecules 2025 dataset.

**HOMO**: -8.9 eV
**Max |F|**: 1.40 eV/A
**Charge**: 0
**Total energy**: -285.28766 hartree
**E_LUMO**: 0.80 eV
**Energy above the lowest of the compared OMol25 structures with the same formula, charge and spin**: 79.6 kcal/mol
**SMILES**: [H]/N=C/[C@H]1C=C1O

XYZ file:
```
11
Properties=species:S:1:pos:R:3:forces:R:3:lowdin_charge:R:1
H 1.558 -1.887 -1.265 -0.1 -0.3 -0.3 0.04
N 0.758 -1.348 -0.948 0.3 -0.2 0.1 0.09
C 1.193 -0.509 -0.103 -0.4 -0.2 -0.2 -0.24
C 0.276 0.500 0.500 0.1 0.1 -0.2 -0.18
C -0.615 1.307 -0.554 0.2 -0.7 0.8 0.11
C -1.175 0.470 0.247 0.5 1.1 -0.6 -0.38
O -2.299 -0.008 0.741 -0.1 -0.7 0.0 0.12
H 2.267 -0.476 0.128 -0.2 0.3 0.3 0.11
H 0.640 0.871 1.472 0.0 0.7 -0.6 0.11
H -0.614 1.818 -1.499 0.2 0.3 0.3 0.10
H -1.991 -0.737 1.282 -0.5 -0.4 0.4 0.12
```
Forces are in eV/Å.



# 2
The following is a quantum chemistry calculation of 3 unconnected molecules or ions with the total composition C4H14NO2 at a distorted geometry, from the Open Molecules 2025 dataset.

**HOMO (spin up / spin down)**: -19.5 / -17.0 eV
**Max |F|**: 1.51 eV/A
**Charge**: +2
**Total energy**: -365.20885 hartree
**E_LUMO (spin up / spin down)**: -8.51 / -15.11 eV
**Energy above the lowest of the compared OMol25 structures with the same formula, charge and spin**: 58.9 kcal/mol
**Spin multiplicity**: 2

XYZ file:
```
21
Properties=species:S:1:pos:R:3:forces:R:3:lowdin_charge:R:1
C 0.685 3.099 0.882 0.0 -0.3 0.1 0.01
C 0.732 1.816 0.137 -0.3 0.1 0.2 -0.18
C 0.157 0.608 0.783 -0.9 -0.7 1.0 -0.13
C 0.750 -0.865 -1.046 0.7 0.0 -1.2 0.20
N -0.016 -0.563 -0.088 0.2 0.1 -0.5 0.08
H 0.976 3.044 1.923 0.4 0.0 0.6 0.13
H 1.229 3.855 0.348 0.1 0.5 -0.1 0.11
H -0.375 3.427 1.051 -0.2 0.0 -0.3 0.18
H 0.413 1.980 -0.903 0.3 -0.3 -0.1 0.16
H 1.861 1.656 0.089 0.1 0.1 -0.3 0.21
H 0.672 0.250 1.690 0.3 0.2 -0.2 0.18
H -0.870 0.756 1.202 0.3 0.4 -0.4 0.14
H 1.676 -0.339 -1.269 -0.1 0.2 0.4 0.14
H 0.512 -1.616 -1.790 -0.3 -0.4 0.4 0.13
H -0.860 -1.127 0.037 -0.2 0.3 0.4 0.17
H -3.333 -0.671 1.416 0.0 0.1 0.2 0.09
H -2.181 -0.588 2.462 -0.4 -0.1 0.0 0.09
O -2.397 -0.454 1.528 0.3 -0.2 -0.1 -0.03
H 0.170 -5.190 -2.151 0.1 -0.3 0.0 0.10
H -0.297 -4.367 -3.374 0.1 -0.3 -0.1 0.10
O 0.499 -4.711 -2.929 -0.3 0.4 0.1 0.13
```
Forces are in eV/Å.



# 3
The following is a quantum chemistry calculation of a molecular structure, C37H21Cl5N5O2SSeTi at a distorted geometry, from the Open Molecules 2025 dataset.

**HOMO (spin up / spin down)**: -7.0 / -8.2 eV
**Max |F|**: 2.39 eV/A
**Charge**: 0
**Total energy**: -7796.82684 hartree
**E_LUMO (spin up / spin down)**: -1.33 / -1.34 eV
**Energy above the lowest of the compared OMol25 structures with the same formula, charge and spin**: 37.0 kcal/mol
**Spin multiplicity**: 2

XYZ file:
```
73
Properties=species:S:1:pos:R:3:forces:R:3:lowdin_charge:R:1
Ti -1.338 0.296 -0.346 0.8 0.4 -1.4 0.73
Cl -2.321 3.511 -0.927 0.0 0.9 -0.3 0.70
C -3.202 2.318 -1.801 -0.1 -0.8 0.0 -0.71
C -2.822 1.010 -1.527 -1.9 0.4 -1.2 -0.34
C -3.544 0.004 -2.156 0.0 0.9 0.1 -0.65
Cl -3.014 -1.586 -1.711 -0.6 -0.6 -0.2 0.81
C -4.577 0.259 -3.049 0.1 0.1 0.0 -0.70
Cl -5.478 -1.009 -3.769 0.0 -0.2 0.0 0.70
C -4.874 1.591 -3.358 0.2 0.0 0.2 -0.71
Cl -6.087 1.951 -4.508 -0.2 0.0 -0.2 0.69
C -4.182 2.635 -2.734 0.1 -0.2 0.1 -0.71
Cl -4.527 4.263 -3.145 0.0 0.2 0.1 0.70
C 5.912 0.084 1.173 0.0 0.0 0.1 -0.04
C 4.538 -0.410 0.849 -0.1 0.0 0.0 -0.26
C 4.016 -1.546 1.460 -0.1 0.0 -0.1 -0.03
C 2.740 -1.989 1.156 0.0 -0.2 0.0 -0.06
C 1.976 -1.289 0.242 -0.5 -0.1 -0.3 -0.27
C 2.479 -0.157 -0.379 0.1 0.2 -0.3 -0.06
C 3.755 0.276 -0.073 0.0 -0.2 0.1 -0.01
S 0.317 -1.818 -0.172 1.1 -0.4 -0.9 0.64
O -0.617 -1.315 0.850 -0.4 0.0 0.4 -0.38
O 0.289 -3.238 -0.363 0.2 0.1 0.1 -0.25
N -0.130 -0.905 -1.398 0.8 -1.0 1.1 -0.27
C 0.297 -1.052 -2.690 0.4 -0.4 -1.0 -0.26
C 1.013 -2.131 -3.176 -0.3 0.3 0.4 0.00
C 1.261 -2.253 -4.547 0.0 0.2 -0.4 -0.07
C 0.842 -1.299 -5.434 0.1 -0.2 0.0 -0.04
C 0.197 -0.138 -4.964 -0.1 0.2 0.4 -0.15
C -0.209 0.919 -5.803 -0.1 0.2 0.2 0.00
C -0.755 2.042 -5.240 0.2 -0.1 -0.3 -0.03
C -0.875 2.120 -3.842 0.0 -0.2 0.2 -0.12
N -0.570 1.135 -3.029 0.1 0.2 -0.1 0.13
C -0.051 0.012 -3.575 0.2 -0.4 -0.3 -0.15
H 6.523 -0.705 1.604 0.1 0.0 0.0 0.08
H 5.853 0.900 1.895 0.0 0.1 0.1 0.09
H 6.403 0.467 0.280 0.1 0.0 0.0 0.08
H 4.612 -2.089 2.178 0.1 -0.1 0.1 0.12
H 2.330 -2.875 1.614 0.0 -0.2 0.1 0.12
H 1.881 0.388 -1.097 0.1 0.0 0.1 0.10
H 4.150 1.158 -0.555 0.0 0.1 -0.1 0.12
H 1.344 -2.901 -2.495 -0.1 -0.1 0.0 0.10
H 1.774 -3.134 -4.901 0.1 -0.1 -0.1 0.11
H 1.007 -1.405 -6.496 0.1 -0.1 -0.1 0.11
H -0.062 0.827 -6.869 0.0 0.1 -0.1 0.12
H -1.076 2.873 -5.849 0.0 0.1 0.0 0.11
H -1.240 3.028 -3.382 -0.1 0.1 0.0 0.09
N 4.282 -0.532 6.787 0.2 -0.1 0.2 0.16
C 3.637 -0.146 5.920 0.4 -0.1 0.5 -0.20
C 2.856 0.310 4.835 -0.6 0.2 -0.8 -0.23
C 2.981 1.620 4.368 0.1 -0.1 0.1 -0.02
C 2.259 2.041 3.270 -0.1 0.0 -0.2 -0.01
C 1.391 1.159 2.624 0.0 -0.5 0.4 -0.21
C 1.219 -0.134 3.145 -0.1 0.1 0.0 -0.02
C 1.955 -0.565 4.223 0.1 0.2 0.2 -0.01
C 0.660 1.447 1.440 0.1 0.6 -0.6 -0.14
C 0.044 1.572 0.388 0.7 0.6 0.9 -0.15
H 3.652 2.299 4.874 0.0 0.0 0.0 0.12
H 2.356 3.053 2.907 0.1 0.1 -0.1 0.12
H 0.499 -0.789 2.675 0.1 0.0 0.0 0.10
H 1.840 -1.572 4.598 0.0 0.0 0.0 0.13
Se -2.423 2.325 1.942 -0.3 -0.6 0.6 1.20
N -2.543 0.688 1.163 -1.0 0.0 2.2 -0.32
C -2.991 -0.178 2.109 0.1 1.1 0.0 -0.32
C -3.339 -1.514 1.898 -0.2 -1.0 0.1 -0.03
C -3.743 -2.277 2.970 0.3 0.2 -1.1 -0.06
C -3.827 -1.738 4.259 0.1 0.8 0.7 -0.07
C -3.555 -0.415 4.487 -0.3 -0.7 0.4 -0.02
C -3.151 0.399 3.415 0.1 0.5 -0.5 -0.38
N -2.918 1.711 3.509 -0.1 -0.1 0.0 -0.22
H -3.299 -1.935 0.901 0.0 0.0 0.1 0.07
H -4.008 -3.309 2.812 0.0 -0.2 -0.1 0.11
H -4.125 -2.375 5.078 -0.1 0.0 0.1 0.11
H -3.665 0.030 5.461 0.0 0.0 0.2 0.11
```
Forces are in eV/Å.



# 4
The following is a quantum chemistry calculation of a molecular structure, C30H48P2Ru at a distorted geometry, from the Open Molecules 2025 dataset.

**HOMO (spin up / spin down)**: -8.4 / -10.4 eV
**Max |F|**: 3.05 eV/A
**Charge**: +1
**Total energy**: -1949.05721 hartree
**E_LUMO (spin up / spin down)**: -1.87 / -4.47 eV
**Energy above the lowest of the compared OMol25 structures with the same formula, charge and spin**: 43.6 kcal/mol
**Spin multiplicity**: 6

XYZ file:
```
81
Properties=species:S:1:pos:R:3:forces:R:3:lowdin_charge:R:1
Ru -0.660 0.491 0.926 -2.4 0.6 1.8 1.05
C 0.750 0.976 3.074 -0.6 0.8 -0.1 -0.28
C 1.151 2.188 2.451 -0.2 -0.5 0.4 -0.25
C -1.169 2.128 2.404 1.4 0.0 1.2 -0.33
C -0.696 0.919 3.079 0.9 1.9 0.3 -0.36
C 0.001 2.892 2.031 -0.7 -0.8 0.4 -0.25
C 1.612 0.009 3.789 0.3 -0.4 0.2 -0.05
H 2.622 -0.025 3.364 -0.2 0.0 0.2 0.07
H 1.178 -0.998 3.741 0.2 0.1 0.0 0.08
H 1.713 0.271 4.854 0.0 -0.1 -0.3 0.10
C -1.498 0.010 3.928 -0.1 -0.5 0.1 -0.03
H -0.873 -0.430 4.712 -0.1 0.1 -0.1 0.09
H -1.925 -0.805 3.333 -0.1 0.0 0.3 0.08
H -2.320 0.554 4.405 0.1 -0.2 0.0 0.09
C -2.540 2.684 2.494 -0.6 0.1 -0.2 -0.04
H -2.889 2.713 3.537 0.1 0.0 -0.2 0.10
H -3.249 2.082 1.918 -0.1 0.3 0.2 0.05
H -2.570 3.704 2.098 -0.1 -0.2 0.1 0.08
C -0.036 4.244 1.433 0.0 0.3 -0.3 -0.04
H 0.020 5.026 2.205 0.0 -0.1 -0.2 0.10
H -0.967 4.396 0.877 0.2 0.1 0.0 0.08
H 0.804 4.397 0.746 -0.1 0.1 0.1 0.07
C 2.547 2.678 2.336 0.3 0.1 -0.1 -0.03
H 2.813 3.306 3.198 0.0 -0.1 -0.2 0.10
H 2.674 3.289 1.435 0.1 -0.1 0.2 0.07
H 3.259 1.846 2.301 0.0 0.2 0.0 0.07
C 1.950 -2.719 -2.608 0.9 -0.7 0.4 -0.14
C 3.083 -2.422 -1.948 -0.2 -1.4 -0.5 -0.15
C 4.304 -1.809 -2.570 0.3 0.2 -0.2 -0.17
C 4.045 -0.777 -3.697 0.6 -0.2 0.1 -0.18
C 2.890 0.150 -3.468 -0.6 0.3 -1.0 -0.11
C 1.642 -0.051 -3.939 1.3 0.6 -0.5 -0.15
C 1.187 -1.309 -4.622 -0.2 -0.3 -0.1 -0.17
C 1.796 -2.636 -4.096 -0.4 0.1 -0.4 -0.17
H 4.938 -2.612 -2.985 -0.1 0.2 0.2 0.13
H 3.969 -1.283 -4.670 -0.1 0.3 0.3 0.11
H 4.908 -1.319 -1.790 -0.2 -0.2 -0.1 0.11
H 2.744 -2.857 -4.607 -0.3 0.1 0.3 0.11
H 1.116 -3.211 -2.095 0.5 0.1 -0.1 0.08
H 3.253 -2.855 -0.953 -0.4 0.4 -0.3 0.11
H 1.098 -3.439 -4.383 0.3 0.2 0.0 0.12
H 0.091 -1.384 -4.539 0.2 0.1 -0.1 0.11
H 0.929 0.781 -3.997 0.3 -0.3 0.4 0.09
H 1.410 -1.238 -5.700 -0.2 0.0 0.3 0.13
H 4.945 -0.144 -3.747 -0.2 -0.3 -0.1 0.12
H 3.200 1.113 -3.046 -0.4 -0.3 -0.2 0.10
P 0.478 -1.354 0.273 1.1 -0.3 0.2 0.75
C -0.061 -3.048 0.409 -0.1 -0.9 -0.2 -0.23
C 2.216 -1.077 0.709 0.8 -0.3 -0.3 -0.24
P -0.211 1.148 -1.215 0.6 0.5 -0.5 0.76
C 0.313 -0.636 -1.425 0.1 0.2 -0.1 -0.47
C 1.246 2.195 -1.329 0.6 0.2 -0.7 -0.23
C -1.394 1.647 -2.469 -0.2 0.1 -0.6 -0.23
H -1.148 -3.044 0.570 0.3 0.0 0.0 0.05
H 0.416 -3.509 1.284 -0.1 0.2 -0.2 0.06
H 0.166 -3.649 -0.478 0.0 0.0 0.3 0.04
H 2.882 -1.165 -0.154 -0.2 0.0 0.3 0.01
H 2.511 -1.811 1.469 0.0 0.2 -0.1 0.07
H 2.349 -0.071 1.121 -0.3 -0.2 0.0 0.02
H -1.083 1.326 -3.471 -0.1 0.1 0.2 0.05
H -1.474 2.743 -2.444 0.1 -0.3 0.0 0.07
H -2.381 1.231 -2.244 0.2 0.1 0.0 0.04
H -0.365 -1.207 -2.077 0.1 0.2 0.2 0.08
H 1.318 -0.646 -1.841 -0.3 0.0 -0.1 0.00
H 0.915 3.235 -1.449 0.1 -0.2 0.1 0.06
H 1.865 1.907 -2.181 -0.1 0.4 0.2 0.00
H 1.844 2.128 -0.412 -0.2 -0.1 -0.2 0.04
C -2.611 0.093 0.217 -1.6 -0.4 0.2 -0.28
C -3.722 -0.676 0.901 -0.2 -0.2 -0.4 -0.29
C -4.227 -0.350 2.167 -0.2 0.0 0.1 -0.08
C -5.368 -0.977 2.680 0.1 -0.2 -0.2 -0.07
C -6.038 -1.947 1.929 0.2 0.2 0.0 -0.09
C -5.528 -2.309 0.679 0.1 -0.2 0.1 -0.09
C -4.369 -1.714 0.190 0.1 0.4 0.3 -0.07
H -2.495 -0.337 -0.786 -0.1 0.1 0.0 0.02
H -2.901 1.153 0.099 -0.1 -0.3 -0.1 0.05
H -3.732 0.409 2.773 -0.3 -0.3 -0.3 0.06
H -5.724 -0.706 3.675 0.0 -0.1 -0.3 0.11
H -6.942 -2.418 2.314 0.3 0.1 -0.1 0.10
H -6.032 -3.072 0.082 0.2 0.2 0.2 0.11
H -3.955 -2.014 -0.775 -0.2 0.1 0.1 0.10
```
Forces are in eV/Å.